Entry 1:
This record from OMol25 describes 9 unconnected molecules or ions with the total composition C39H104N8O11 at a distorted geometry. The level of theory is ωB97M-V/def2-TZVPD.

The geometry in XYZ format:
```
162
Properties=species:S:1:pos:R:3:mulliken_charge:R:1
C 2.18 1.52 4.60 -0.50
O 1.22 0.47 4.56 -0.39
C 1.74 -0.76 5.05 -0.82
C 0.63 -1.79 5.29 0.52
C 0.94 -2.85 6.34 -1.40
N 0.35 -2.49 4.01 -0.50
H 1.70 2.40 4.18 -0.49
H 3.00 1.27 3.92 0.39
H 2.53 1.72 5.61 0.44
H 2.46 -1.18 4.34 0.32
H 2.20 -0.56 6.02 0.44
H -0.26 -1.27 5.67 0.26
H 0.62 -2.49 7.33 0.36
H 2.02 -3.05 6.42 0.32
H 0.44 -3.80 6.22 0.39
H -0.07 -1.81 3.39 0.17
H -0.38 -3.16 4.24 0.23
C 4.75 2.94 1.63 -0.09
O 5.29 2.13 0.61 -0.46
C 5.02 2.62 -0.70 1.07
C 6.02 1.97 -1.65 -0.24
C 7.33 2.73 -1.72 -1.60
N 5.50 1.66 -3.02 -0.67
H 5.11 2.59 2.60 0.33
H 3.66 2.82 1.64 -0.27
H 5.05 3.99 1.57 0.34
H 3.99 2.45 -1.02 -0.51
H 5.16 3.70 -0.68 0.06
H 6.29 0.99 -1.25 0.55
H 7.69 2.85 -0.70 0.35
H 7.17 3.67 -2.27 0.24
H 8.05 2.18 -2.32 0.45
H 6.20 1.00 -3.35 0.37
H 4.71 1.02 -2.94 0.05
C 3.21 7.89 -1.77 -0.91
O 2.66 6.73 -1.25 -0.31
C 3.36 5.50 -1.44 0.28
C 3.16 4.97 -2.86 0.60
C 2.04 3.94 -3.05 -1.13
N 4.36 4.40 -3.47 -0.56
H 3.16 7.96 -2.87 0.30
H 4.26 8.08 -1.51 0.36
H 2.61 8.75 -1.46 0.29
H 4.42 5.60 -1.23 0.55
H 2.96 4.82 -0.69 -0.73
H 2.94 5.82 -3.51 0.38
H 2.27 2.99 -2.57 -0.19
H 1.73 3.68 -4.06 0.47
H 1.09 4.30 -2.63 0.26
H 4.74 3.48 -3.23 0.13
H 5.11 5.09 -3.45 0.35
C 0.02 2.00 -0.76 -0.12
O 1.29 1.60 -0.30 0.65
C 1.48 1.16 1.02 0.06
C 0.93 -0.29 1.38 0.22
C 0.52 -1.07 0.14 -0.69
N -0.28 -0.13 2.23 -0.38
H -0.04 1.85 -1.83 -0.53
H -0.12 3.09 -0.64 -0.27
H -0.78 1.65 -0.10 0.47
H 2.55 1.12 1.24 0.10
H 1.08 1.93 1.70 -0.64
H 1.70 -0.72 2.01 0.36
H 1.43 -0.91 -0.46 -0.08
H -0.35 -0.80 -0.44 -0.19
H 0.61 -2.13 0.39 0.25
H -0.02 0.38 3.08 0.20
H -0.97 0.50 1.82 0.26
C -0.43 -5.04 1.42 -0.76
O -1.25 -6.10 0.98 -0.26
C -0.60 -6.98 0.09 -0.93
C -1.07 -8.42 0.32 0.65
C -1.05 -8.83 1.79 -1.47
N -0.31 -9.40 -0.49 -0.77
H -0.28 -4.34 0.59 0.29
H 0.54 -5.41 1.77 0.56
H -0.85 -4.58 2.31 0.09
H -0.80 -6.70 -0.95 0.35
H 0.49 -6.96 0.07 0.38
H -2.07 -8.54 -0.09 0.24
H -1.44 -9.83 2.00 0.42
H -1.56 -8.13 2.46 0.30
H -0.04 -8.83 2.22 0.35
H -0.82 -10.28 -0.40 0.29
H 0.50 -9.73 0.04 0.29
C -1.81 3.62 1.70 0.46
O -1.69 5.01 1.85 -0.44
C -0.47 5.57 1.45 -1.13
C 0.88 4.99 1.94 2.70
C 0.80 4.90 3.46 -1.30
N 1.91 5.98 1.61 -0.80
H -1.88 3.37 0.64 -0.42
H -2.72 3.33 2.20 0.49
H -0.99 3.01 2.11 -0.20
H -0.41 5.66 0.35 0.30
H -0.40 6.57 1.89 0.49
H 1.17 4.02 1.50 -1.10
H -0.22 4.76 3.82 0.33
H 1.19 5.72 4.08 0.42
H 1.45 4.14 3.91 0.17
H 2.77 5.43 1.57 0.23
H 1.86 6.40 0.68 0.21
C -3.44 3.80 -2.06 -0.68
O -2.99 2.62 -2.69 -0.25
C -2.23 2.90 -3.87 -1.10
C -1.41 1.66 -4.20 0.29
N -2.11 0.90 -5.25 -0.41
C -1.47 -0.42 -5.49 -0.87
C -1.86 -1.49 -4.45 0.26
O -3.21 -1.84 -4.74 -0.47
C -3.87 -2.32 -3.59 -0.55
H -3.79 4.56 -2.77 0.35
H -2.72 4.11 -1.30 0.09
H -4.38 3.61 -1.52 0.27
H -1.47 3.68 -3.72 0.40
H -2.94 3.17 -4.65 0.56
H -1.36 1.06 -3.29 0.10
H -0.40 1.98 -4.46 0.03
H -3.06 0.72 -4.93 0.36
H -0.41 -0.23 -5.62 0.20
H -1.86 -0.77 -6.45 0.40
H -1.74 -0.98 -3.49 -0.33
H -1.34 -2.43 -4.66 0.59
H -3.80 -1.60 -2.76 0.12
H -3.50 -3.30 -3.26 0.30
H -4.94 -2.40 -3.77 0.40
C -3.00 -1.84 -0.14 -1.12
O -4.24 -2.47 -0.28 -0.50
C -4.25 -3.81 0.19 -0.21
C -5.61 -4.19 0.76 -0.95
N -6.00 -3.29 1.83 -0.29
C -7.23 -3.58 2.52 -0.48
C -7.03 -4.69 3.54 -0.53
O -8.18 -5.19 4.24 -0.36
C -8.93 -4.22 4.89 -0.75
H -2.65 -1.76 0.89 0.62
H -3.09 -0.84 -0.59 0.37
H -2.21 -2.28 -0.77 0.42
H -3.54 -3.94 1.01 0.14
H -3.99 -4.44 -0.66 0.36
H -5.54 -5.23 1.08 0.47
H -6.37 -3.98 -0.01 0.39
H -6.13 -2.39 1.39 0.22
H -7.98 -3.93 1.79 0.24
H -7.63 -2.71 3.04 0.46
H -6.29 -4.49 4.32 0.35
H -6.59 -5.56 3.04 0.21
H -9.38 -3.40 4.32 0.28
H -8.53 -3.66 5.75 0.31
H -9.76 -4.74 5.38 0.29
C 2.92 -2.32 -3.85 -1.43
C 2.77 -0.87 -4.31 0.56
C 2.09 0.00 -3.22 -0.46
O 4.10 -0.42 -4.62 -0.64
H 2.09 -2.50 -3.17 0.31
H 3.91 -2.61 -3.51 0.35
H 2.75 -2.96 -4.73 0.36
H 2.18 -0.84 -5.23 0.18
H 1.15 -0.48 -2.93 0.38
H 1.89 0.98 -3.66 0.07
H 2.72 0.06 -2.34 0.02
H 4.05 0.50 -4.92 0.34
```

The value obtained for the gap between HOMO and LUMO is 9.30 eV. Its spin multiplicity is 1. Its SMILES is COC[C@H](C)N.COC[C@H](C)N.COC[C@H](C)N.COC[C@H](C)N.COC[C@H](C)N.COC[C@H](C)N.COCCNCCOC.COCCNCCOC.CC(C)O.

=====

Entry 2:
This record from OMol25 describes 13 unconnected molecules or ions with the total composition C39H104O13 at a distorted geometry. The level of theory is ωB97M-V/def2-TZVPD.

The geometry in XYZ format:
```
156
Properties=species:S:1:pos:R:3:mulliken_charge:R:1
C -23.42 -6.99 39.58 -0.90
C -23.14 -8.42 39.18 2.13
C -21.85 -8.55 38.38 -1.46
O -23.02 -9.20 40.38 -0.67
H -23.82 -6.32 38.82 -0.10
H -22.51 -6.48 39.93 0.49
H -24.09 -6.91 40.44 0.00
H -23.99 -8.81 38.62 -0.75
H -21.92 -8.21 37.35 -0.03
H -21.52 -9.59 38.40 0.43
H -21.04 -8.05 38.93 0.51
H -23.39 -10.07 40.22 0.39
C -24.34 -11.37 37.01 -1.28
C -25.01 -10.61 35.88 0.60
C -25.85 -9.45 36.41 -0.48
O -23.97 -10.13 35.02 -0.54
H -23.57 -12.07 36.68 0.39
H -25.06 -12.00 37.54 0.42
H -23.89 -10.68 37.72 -0.03
H -25.63 -11.27 35.26 0.32
H -26.51 -9.78 37.22 0.45
H -26.35 -8.94 35.58 0.11
H -25.16 -8.72 36.83 -0.19
H -24.37 -10.00 34.15 0.30
C -31.71 -3.83 34.37 -1.14
C -31.85 -3.99 35.87 1.62
C -32.86 -2.98 36.42 -1.66
O -32.30 -5.30 36.22 -0.60
H -30.94 -4.49 33.97 -0.11
H -31.54 -2.79 34.11 0.39
H -32.65 -4.14 33.89 0.41
H -30.88 -3.82 36.35 -0.34
H -32.51 -1.95 36.24 0.36
H -32.89 -3.06 37.51 0.37
H -33.83 -3.06 35.94 0.35
H -31.96 -5.47 37.11 0.34
C -22.66 -4.72 36.42 0.42
C -21.33 -5.00 35.72 0.49
C -21.43 -6.25 34.87 -0.59
O -21.00 -3.87 34.90 -0.55
H -22.56 -3.88 37.11 0.20
H -23.07 -5.55 36.99 -0.57
H -23.42 -4.48 35.67 -0.32
H -20.52 -5.02 36.46 0.48
H -22.19 -6.07 34.11 -0.15
H -21.74 -7.12 35.45 -0.16
H -20.47 -6.56 34.44 0.41
H -21.80 -3.62 34.42 0.10
C -21.93 -3.72 31.60 -1.52
C -23.30 -3.19 31.98 0.68
C -24.37 -4.25 31.75 -1.00
O -23.32 -2.87 33.39 0.07
H -21.17 -2.95 31.74 0.39
H -21.95 -4.13 30.59 0.45
H -21.64 -4.55 32.25 0.26
H -23.54 -2.27 31.45 0.20
H -24.46 -4.43 30.68 0.59
H -25.33 -3.98 32.19 0.27
H -24.07 -5.21 32.18 -0.12
H -24.10 -2.30 33.47 -0.42
C -29.90 -7.53 33.48 -0.95
C -30.29 -7.06 32.09 0.39
C -29.40 -5.95 31.53 -0.59
O -30.16 -8.22 31.24 -0.58
H -28.91 -7.97 33.54 0.06
H -30.61 -8.34 33.71 0.39
H -30.10 -6.85 34.31 0.20
H -31.33 -6.74 32.11 0.35
H -29.78 -5.75 30.53 0.43
H -28.35 -6.22 31.52 -0.09
H -29.61 -5.08 32.15 0.14
H -30.74 -8.06 30.49 0.33
C -28.63 -0.84 37.29 -1.50
C -27.22 -0.56 37.78 1.87
C -27.14 0.59 38.75 -1.66
O -26.78 -1.73 38.46 -0.59
H -29.33 -0.88 38.13 0.35
H -28.70 -1.78 36.74 0.28
H -29.07 -0.06 36.65 0.37
H -26.58 -0.31 36.92 -0.42
H -27.65 1.45 38.30 0.39
H -26.13 0.98 38.86 0.36
H -27.52 0.41 39.76 0.38
H -26.74 -2.47 37.85 0.06
C -27.52 0.54 32.47 -1.21
C -26.40 -0.15 33.25 0.38
C -26.88 -1.29 34.12 -0.74
O -25.45 -0.79 32.33 -0.44
H -27.20 0.73 31.45 0.33
H -27.75 1.51 32.90 0.33
H -28.41 -0.09 32.49 0.31
H -25.76 0.55 33.79 0.32
H -26.05 -1.81 34.60 -0.12
H -27.59 -1.98 33.67 0.40
H -27.50 -0.85 34.91 0.18
H -25.33 -0.23 31.56 0.22
C -23.47 -1.31 36.62 -0.39
C -22.02 -1.01 36.89 0.59
C -21.44 -0.02 35.89 -1.54
O -21.95 -0.48 38.22 -0.58
H -24.09 -0.43 36.74 0.69
H -23.83 -2.01 37.39 0.02
H -23.61 -1.83 35.67 -0.23
H -21.40 -1.91 36.87 0.21
H -22.04 0.90 35.92 0.37
H -21.43 -0.37 34.86 0.23
H -20.43 0.31 36.15 0.42
H -21.05 -0.21 38.41 0.34
C -27.98 -5.02 36.87 -2.29
C -26.53 -5.15 36.40 2.37
C -26.39 -5.67 34.97 -0.04
O -26.05 -3.79 36.54 1.04
H -28.49 -5.97 37.06 0.40
H -28.53 -4.50 36.08 0.36
H -28.01 -4.52 37.84 0.34
H -25.99 -5.74 37.15 -0.94
H -27.34 -6.10 34.65 -0.07
H -25.65 -6.47 34.99 0.17
H -26.11 -4.88 34.27 -0.30
H -25.10 -3.73 36.43 -0.82
C -31.39 -8.15 39.80 -1.48
C -32.07 -6.88 39.29 0.74
C -32.92 -6.24 40.38 -1.35
O -31.09 -5.94 38.82 -0.37
H -32.06 -9.00 39.91 0.46
H -30.95 -7.93 40.78 0.29
H -30.56 -8.40 39.13 0.35
H -32.72 -7.14 38.46 0.43
H -32.29 -5.90 41.20 0.26
H -33.62 -6.98 40.78 0.42
H -33.49 -5.38 40.03 0.31
H -30.33 -6.08 39.40 0.07
C -24.78 -9.62 30.17 -1.58
C -24.78 -9.12 31.61 0.40
C -25.55 -7.82 31.80 -0.38
O -25.27 -10.12 32.49 -0.60
H -24.27 -10.57 30.08 0.40
H -24.27 -8.91 29.51 0.38
H -25.79 -9.68 29.76 0.35
H -23.73 -8.96 31.86 0.29
H -25.20 -6.94 31.28 0.32
H -25.53 -7.66 32.89 -0.10
H -26.62 -7.98 31.66 0.20
H -26.18 -10.35 32.28 0.31
C -26.77 -6.40 41.59 -1.65
C -27.21 -6.39 40.13 1.41
C -27.37 -7.78 39.56 -1.02
O -28.50 -5.74 40.10 -0.49
H -27.58 -6.87 42.15 0.39
H -26.58 -5.39 41.94 0.48
H -25.85 -6.95 41.76 0.36
H -26.52 -5.84 39.48 -0.57
H -26.38 -8.25 39.57 0.14
H -27.67 -7.76 38.51 0.13
H -27.98 -8.41 40.21 0.46
H -28.39 -4.89 40.54 0.25
```

The value obtained for the gap between HOMO and LUMO is 10.20 eV. Its spin multiplicity is 1.

=====

no.,highest occupied orbital energy (eV)
1,-8.71
2,-9.72